1.
Molecular formula: CBrIN4
Method: DFT, the ωB97M-V functional and the def2-TZVPD basis

Positions of all 7 atoms, in Å:
N -0.372 -0.105 -1.770
N 0.889 -0.588 0.943
Br 1.567 1.881 -0.137
C -1.245 0.069 -1.053
N 1.721 0.090 0.396
I -2.823 0.058 0.198
N 0.263 -1.405 1.423

Properties
**Electronic energy**: -85136.338 eV
**Frontier orbital gap**: 8.794 eV
**Charge**: 0
**HOMO level**: -9.646 eV
**Relative energy (zero: lowest compared OMol25 entry of this formula, charge and spin)**: 35.27 kcal/mol

---

2.
Molecular formula: C52H57N4O12
Method: DFT, the ωB97M-V functional and the def2-TZVPD basis

Positions of all 125 atoms, in Å:
C -2.062 -3.918 0.377
H 4.845 4.552 2.296
C -4.266 -2.330 0.858
C 1.190 0.422 5.312
H 2.905 2.545 -2.287
C 1.058 -1.999 5.212
H 1.859 -0.492 2.172
H -1.577 3.223 -4.961
C 3.674 5.916 4.163
C -0.229 4.202 -1.120
H -0.953 -4.638 2.457
H 2.860 -2.055 -1.288
H -1.713 -1.597 -4.136
C -2.300 2.390 -4.487
H -3.937 -2.215 -2.294
H 1.300 -4.404 -3.005
H -1.237 -4.730 0.292
H 2.600 -3.071 4.395
O -5.663 0.674 2.544
H 1.288 3.294 3.188
O -1.270 4.028 2.541
H -0.389 -0.841 5.823
H -2.217 -7.216 -1.493
H -4.977 -1.582 0.951
C -1.186 -7.187 -1.300
C 0.468 -0.763 5.497
O 6.658 -0.003 -6.409
H -6.267 0.996 1.778
C -0.254 -1.116 -0.148
H 2.813 -7.143 -0.861
C 2.968 -0.274 -4.170
O 4.119 4.095 2.572
H -3.493 -2.449 2.956
H 0.314 -2.903 5.192
C -3.433 -2.840 2.016
H -3.718 4.361 -5.350
H 6.359 0.159 -3.933
C 4.244 0.157 -3.567
C 0.813 -8.196 -0.546
C -4.219 0.499 -3.816
N 0.798 -1.484 0.642
H 0.000 4.977 4.847
H 3.126 7.535 5.666
C -2.402 3.231 2.485
C 5.460 0.138 -5.744
H 4.015 0.165 -7.385
O -1.486 -3.995 2.698
C -0.522 -6.014 -1.846
H -3.414 4.585 1.259
C 1.042 5.060 4.569
H -0.522 -1.542 -1.013
N 3.075 -1.025 4.607
H -1.585 1.878 3.730
C 5.421 0.146 -4.377
C -2.293 2.031 3.169
H 1.293 -3.176 -0.284
C -0.565 -8.219 -0.726
H -1.159 4.858 2.044
O -2.628 -1.279 -3.834
C 2.405 -2.105 4.698
H -1.819 1.799 -0.055
C 0.072 0.563 1.185
H 0.905 1.441 5.711
H -3.197 0.393 3.718
O -4.484 -2.062 -1.492
C 1.048 4.576 -0.398
H 3.151 1.122 4.854
O 1.936 -0.223 -3.291
C 0.903 -5.890 -1.742
C -3.469 2.910 -4.181
C 1.960 4.116 3.751
C -1.776 0.772 -0.444
H 0.997 5.038 0.339
H -0.951 0.801 -4.648
C 2.566 0.225 4.788
O 0.828 6.651 6.302
H -1.050 4.560 -0.562
O 1.614 -4.981 -2.423
H 4.640 6.292 3.913
C -4.707 2.630 1.825
H 1.894 -3.210 1.331
C 4.143 -0.011 -6.384
H -1.631 0.880 -1.446
H -1.172 -5.339 -2.395
H 2.979 4.104 -0.400
H 3.857 -2.922 -0.258
N -0.780 0.009 0.217
C 2.041 2.990 -1.890
H 6.601 -0.048 -7.433
H -5.011 -0.269 -3.489
C -2.969 0.056 -4.032
C 2.122 3.857 -0.855
C -4.595 1.479 2.469
H 1.960 -0.695 -6.139
O -1.300 -9.218 -0.134
H 0.607 2.154 -3.399
H -0.092 1.556 1.569
C 1.531 6.056 5.303
C 2.820 6.606 5.044
O -3.758 4.214 -4.428
C -4.504 1.988 -3.804
H -0.994 -9.707 0.616
C 3.215 4.690 3.463
H 1.266 -8.864 0.108
H -2.688 0.110 -0.357
C 3.002 -2.250 -0.280
H -2.539 -3.855 -1.677
C 0.797 2.878 -2.624
H -5.465 2.917 0.975
C -3.880 -2.603 -0.407
H -5.565 2.079 -3.707
C -3.407 1.158 3.184
H 1.324 -0.823 -3.592
C -2.815 -3.511 -0.741
C -2.011 0.960 -4.374
C -2.357 -3.616 1.754
C 1.082 -0.369 1.447
H 0.028 6.243 6.472
C 2.909 -0.375 -5.540
C 1.685 -2.614 0.364
N -0.283 3.407 -2.155
C 1.634 -6.969 -1.112
C -3.493 3.597 1.810
H 3.272 -1.260 -0.174
H 4.356 0.480 -2.645

Properties
**Electronic energy**: -85355.451 eV
**Frontier orbital gap**: 7.333 eV
**Charge**: +1
**HOMO level**: -10.087 eV
**Relative energy (zero: lowest compared OMol25 entry of this formula, charge and spin)**: 86.01 kcal/mol

---

3.
Molecular formula: C8H16Cl2O2
Method: DFT, the ωB97M-V functional and the def2-TZVPD basis

Positions of all 28 atoms, in Å:
C 2.872 -1.293 0.522
C 3.921 -0.282 0.549
C -1.614 -0.578 0.249
H -0.949 2.513 -0.894
H -4.342 -1.354 -0.616
C -4.018 -0.316 -0.503
H -4.942 0.182 -0.365
H -3.550 -0.079 -1.474
H 2.487 -1.591 1.559
H 1.008 -1.795 -0.554
H 2.173 -0.777 -1.349
H -0.923 -0.620 1.172
C -0.094 2.338 -0.263
C -2.959 -0.009 0.635
H 4.289 -0.230 -0.529
O -0.988 0.079 -0.870
H 4.750 -0.473 1.233
Cl 1.259 3.380 -0.660
H 3.587 0.669 0.817
H -3.272 -0.362 1.641
C 1.724 -0.959 -0.373
C 0.191 0.811 -0.687
O 1.156 0.249 0.135
H -2.996 1.083 0.708
H 0.532 0.939 -1.670
Cl -0.719 2.392 1.446
H 3.226 -2.291 0.155
H -1.812 -1.626 -0.014

Properties
**Electronic energy**: -37694.154 eV
**SMILES**: CCCOC(OCCC)C(Cl)Cl
**Frontier orbital gap**: 10.862 eV
**Charge**: 0
**HOMO level**: -10.059 eV

---

4.
Molecular formula: C27H41As2N2O9PdSSi2
Method: DFT, the ωB97M-V functional and the def2-TZVPD basis

Positions of all 85 atoms, in Å:
H 1.322 4.099 4.058
C 2.128 0.672 -2.877
H 4.148 1.300 -0.484
H 2.810 -4.047 -4.494
H 3.863 -2.520 -0.227
C -3.606 0.151 -2.000
H 4.939 -4.152 1.334
C 0.487 -1.222 -2.192
O -3.765 0.292 -0.683
O 2.606 1.310 -3.783
H 0.972 1.499 5.698
H -3.900 -1.438 -4.454
H -2.756 1.675 5.245
H 1.116 -0.093 4.977
H -3.648 0.355 2.932
H -2.260 -0.674 2.653
C 3.104 0.911 2.386
H 2.402 4.017 2.669
C -5.130 0.517 -0.274
C -2.176 -0.036 -2.388
O -2.958 2.171 -4.471
O -4.513 0.153 -2.791
C -2.678 0.312 2.434
Pd 0.303 0.344 0.937
O 0.674 -3.477 -1.512
H -3.600 3.328 2.839
C -1.914 -2.395 -0.521
O 1.616 -2.798 -3.455
C 3.703 1.564 -1.437
H -5.468 1.475 -0.662
C 2.091 -4.133 -3.685
C -1.716 1.638 4.922
H 2.562 0.819 5.388
H 2.556 -4.532 -2.783
O 1.758 -1.392 0.183
H 1.092 2.012 -5.555
As -1.002 -0.769 -1.019
H 4.436 1.489 -2.241
H 3.827 -4.661 3.525
C 3.463 -2.783 0.740
S 0.301 -1.470 2.655
H 2.995 3.603 4.279
H 2.843 0.550 1.389
H -2.829 -2.099 -0.007
H -2.139 -2.967 -1.422
O 2.638 0.626 -1.640
H 1.709 -3.510 4.086
N -0.143 2.700 -1.034
Si 1.692 1.745 3.332
H -2.555 3.398 1.416
C 2.220 -3.327 3.154
C -2.563 3.323 2.504
H 3.293 2.573 -1.404
N 2.286 -2.155 1.049
H -2.462 -1.580 -5.531
H -1.271 -2.978 0.134
O -3.421 0.276 -5.516
H -2.085 4.219 2.900
H 3.914 1.629 2.256
H -5.768 -0.279 -0.652
C 3.385 -3.953 2.840
H -4.102 -1.480 -6.219
H -2.836 0.388 1.359
C 1.547 0.905 4.995
C 0.061 1.872 2.336
H 1.258 -4.773 -3.979
H 0.001 2.583 -4.251
H -5.111 0.522 0.811
C -2.845 0.982 -4.544
C -3.460 -1.149 -5.407
H 0.110 2.844 1.840
C 4.017 -3.666 1.611
C 0.102 1.925 -5.111
C 0.026 1.871 -0.256
As -0.150 0.056 -4.624
C 0.910 -2.616 -2.337
H -1.197 2.461 5.411
C -1.845 0.281 -3.641
H -1.291 0.705 5.287
C 2.137 3.535 3.610
Si -1.695 1.772 3.059
H -0.665 2.157 -5.848
H 3.505 0.072 2.955
C 1.648 -2.372 2.274
C 0.944 -0.176 -3.052

Properties
**Electronic energy**: -201808.254 eV
**Spin multiplicity**: 5
**Frontier orbital gap (alpha / beta)**: 7.266 / 5.347 eV
**Charge**: +1
**HOMO level (alpha / beta)**: -10.798 / -11.664 eV
**Relative energy (zero: lowest compared OMol25 entry of this formula, charge and spin)**: 0.00 kcal/mol

---

5.
Molecular formula: C23H15Cl2FN6O3
Method: DFT, the ωB97M-V functional and the def2-TZVPD basis

Positions of all 50 atoms, in Å:
H 2.166 3.634 0.971
C 0.412 -1.775 2.121
C 3.703 -6.465 1.113
C 3.197 -8.119 -0.427
C 0.047 4.009 -1.725
H -0.057 4.633 -2.570
C 2.588 -5.670 0.737
C 0.671 1.472 1.676
C -4.052 6.110 -2.690
O 1.770 1.471 2.211
C 1.541 -3.435 1.559
C -0.648 2.140 -0.396
H 3.413 -9.076 -0.876
N 1.504 -2.482 2.468
C 2.079 -7.396 -0.862
N -0.292 0.588 2.095
C 3.642 -4.559 2.401
H -2.461 1.873 -2.397
Cl -5.909 7.295 -1.033
C -3.139 5.140 -3.005
H 0.730 -0.403 3.668
C -3.884 3.827 -1.096
N -0.832 2.965 -1.505
N -0.224 -2.210 1.059
H 3.863 -3.857 3.182
Cl 2.134 5.642 -1.193
H -1.565 2.973 -3.410
C -2.001 2.870 -2.427
N 4.334 -5.747 2.112
O 0.515 -3.353 0.659
C 2.576 -4.455 1.568
H -0.944 -0.788 3.452
C -3.034 3.969 -2.211
C 1.087 4.281 -0.875
C -0.017 -0.594 2.935
C -4.889 5.955 -1.558
H 0.903 -5.598 -0.695
C 1.760 -6.125 -0.312
H -5.313 4.719 0.193
H -3.793 2.950 -0.463
F -4.082 7.230 -3.471
N 3.976 -7.650 0.533
O -1.538 1.332 -0.157
C 1.310 3.450 0.301
H -1.143 0.640 1.556
C 0.445 2.369 0.540
H 5.209 -6.054 2.532
H 1.486 -7.843 -1.674
C -4.781 4.816 -0.745
H -2.464 5.302 -3.869

Properties
**Electronic energy**: -66939.500 eV
**SMILES**: O=C(NCc1noc(-c2c[nH]c3ncccc23)n1)c1cc(Cl)cn(Cc2ccc(Cl)c(F)c2)c1=O
**Frontier orbital gap**: 8.175 eV
**Charge**: 0
**HOMO level**: -8.716 eV

---

6.
Molecular formula: C5H12N2
Method: DFT, the ωB97M-V functional and the def2-TZVPD basis

Positions of all 19 atoms, in Å:
H -2.252 -0.835 -1.304
H -0.418 -2.467 -0.498
H 1.286 -2.081 0.140
H -2.927 -1.132 0.991
H 1.925 0.585 1.630
H 2.673 0.939 -1.182
C 2.913 0.661 -0.147
C 0.005 -0.473 -0.065
H -0.065 1.462 -0.865
C -2.359 -0.003 -0.618
H -2.585 0.938 -1.106
H -0.661 1.285 0.879
C -0.272 0.823 -0.018
H -3.262 0.494 1.150
H 3.851 1.193 0.095
C 0.297 -1.732 -0.139
H 3.172 -0.415 -0.163
N -3.142 -0.273 0.504
N 1.818 1.031 0.718

Properties
**Electronic energy**: -8352.912 eV
**Frontier orbital gap (alpha / beta)**: 6.316 / 8.214 eV
**Charge**: 0
**HOMO level (alpha / beta)**: -5.637 / -7.312 eV
**Relative energy (zero: lowest compared OMol25 entry of this formula, charge and spin)**: 166.60 kcal/mol

---

Q: The lowest electronic energy belongs to which entry?
A: C27H41As2N2O9PdSSi2